{"formula": "C5H8O2", "method": "ωB97M-V/def2-TZVPD", "species": ["O", "O", "C", "C", "C", "C", "C", "H", "H", "H", "H", "H", "H", "H", "H"], "xyz": [[-0.649224, -0.590223, -1.260157], [2.105787, -0.838782, -0.244050], [-0.354772, -0.977710, 0.102749], [0.611480, 1.089734, -0.269364], [0.982494, -0.266430, 0.385077], [-0.826910, 0.727137, -0.669176], [-1.392616, 0.042504, 0.587860], [-1.402171, 1.417553, -1.288684], [0.680568, 1.948713, 0.404293], [1.155215, -0.180030, 1.468177], [-1.254273, 0.520240, 1.563221], [-0.426185, -2.054073, 0.287197], [-2.414953, -0.312187, 0.448193], [1.240296, 1.254669, -1.147286], [1.945269, -1.781113, -0.368051]], "atomic_forces_ev_per_a": [[0.016, -0.052, -0.120], [0.030, -0.217, -0.076], [0.095, -0.346, 0.206], [0.033, 0.062, 0.001], [-0.241, 0.154, 0.173], [-0.097, 0.359, -0.123], [-0.076, 0.055, 0.122], [0.104, -0.097, 0.099], [-0.038, -0.137, -0.078], [0.009, -0.033, -0.179], [-0.006, -0.062, -0.160], [0.031, 0.168, 0.006], [0.150, 0.044, 0.003], [-0.089, 0.008, 0.121], [0.078, 0.092, 0.007]], "lowdin_charge": [-0.05, -0.01, -0.25, -0.06, -0.33, -0.27, -0.04, 0.15, 0.12, 0.15, 0.12, 0.15, 0.12, 0.12, 0.09], "de_lowest_ev": 1.788, "largest_force_ev_per_a": 0.4, "homo_ev": -9.81, "total_charge": 0, "gap_ev": 10.8, "lumo_energy_ha": 0.03624}

---

{"formula": "C13H42N12O7Pb", "method": "ωB97M-V/def2-TZVPD", "species": ["Pb", "O", "O", "O", "O", "O", "O", "O", "N", "N", "N", "N", "N", "N", "N", "N", "N", "N", "N", "N", "C", "C", "C", "C", "C", "C", "C", "C", "C", "C", "C", "C", "C", "H", "H", "H", "H", "H", "H", "H", "H", "H", "H", "H", "H", "H", "H", "H", "H", "H", "H", "H", "H", "H", "H", "H", "H", "H", "H", "H", "H", "H", "H", "H", "H", "H", "H", "H", "H", "H", "H", "H", "H", "H", "H"], "xyz": [[-0.312435, -0.394896, 0.477072], [0.319265, 1.688494, 4.391690], [0.290778, 4.472024, -4.614401], [3.317863, -2.414661, 1.539540], [-4.460705, -1.396256, -0.826226], [3.453372, 2.178392, -0.810446], [0.076483, -4.503974, -1.109427], [-2.287736, -2.882320, 3.277966], [4.784475, -3.914348, 2.235848], [4.863636, -3.124702, 0.240533], [5.687531, 2.338121, -0.682936], [-0.881696, 2.666341, -2.823686], [-1.677816, 2.662376, 2.685762], [-0.200758, -6.713603, -1.617409], [-6.211477, -1.662948, -2.195276], [1.597106, -5.952005, -1.993888], [-1.324402, -4.292292, 4.725194], [-5.294762, -3.389562, -1.008691], [4.536637, 3.660146, -2.078252], [-3.305357, -4.568358, 3.923957], [4.276850, -3.137771, 1.382791], [-5.306073, -2.112368, -1.350551], [-0.469102, 2.251676, -4.167309], [0.799100, 5.535300, -5.508845], [0.511481, -5.614268, -1.491446], [-1.519778, 4.955150, 3.534978], [4.484424, 2.773631, -1.136650], [-2.256427, -3.830247, 3.942050], [-1.573119, 1.308438, -4.694473], [-0.263556, 2.984802, 4.665820], [-0.723688, 3.567621, 3.317231], [-0.604269, 3.526553, -5.053107], [0.842839, 1.010356, 5.504325], [1.367123, 5.031088, -6.290645], [5.360339, 4.224361, -2.230816], [-0.326277, 3.508775, -2.779828], [0.056415, 0.336725, 5.844717], [-1.576384, 1.278227, -5.784046], [1.677096, 0.378567, 5.199439], [-2.223800, 4.796929, 4.351945], [-1.611394, 3.943136, -5.068738], [-3.340513, -5.409845, 4.481418], [2.402470, -5.371478, -1.808221], [-1.794710, 5.523882, 2.646690], [3.819508, 3.487933, -2.768303], [0.560608, 3.506182, 5.152659], [-1.296416, 0.325974, -4.311997], [-6.829120, -2.268579, -2.716644], [5.506937, -4.549015, 1.927065], [-1.535832, -5.017814, 5.395286], [1.580262, -6.961849, -1.999350], [-0.393445, -3.902647, 4.765020], [-0.202365, 3.373889, -6.054740], [-2.113925, 3.144593, 1.912859], [4.373505, -3.960626, 3.157301], [1.533022, 6.220290, -5.084284], [-1.143071, 2.882503, 5.301495], [0.156446, 6.273165, -5.989103], [-4.587935, -3.764040, -0.392044], [0.526110, 1.819838, -4.273065], [-1.795082, 3.078507, -2.949974], [4.708881, -2.275234, -0.283446], [-6.053166, -4.007377, -1.260143], [6.610889, 2.700479, -0.873245], [0.200038, -7.551039, -2.015130], [5.641036, 1.517423, -0.096091], [-2.535757, 1.599355, -4.273999], [-2.477459, 2.632315, 3.302013], [-1.132667, -6.552649, -1.262822], [5.712761, -3.670226, 0.201961], [1.213412, 1.616101, 6.331272], [-6.296220, -0.656726, -2.215944], [0.106420, 3.686051, 2.620816], [-4.204508, -4.306731, 3.545572], [-0.811920, 5.664742, 3.963350]], "atomic_forces_ev_per_a": [[-0.312, 0.228, 0.467], [-0.152, 0.776, -0.722], [1.805, 3.592, 1.649], [-2.556, 1.660, 1.280], [0.926, 1.538, 0.153], [-0.246, 0.118, 0.051], [0.701, -0.944, 0.068], [1.903, 7.102, -4.316], [1.839, -3.665, 4.366], [2.483, -0.315, -4.246], [0.687, -0.700, 1.388], [1.353, -0.015, 0.276], [-0.331, -0.769, -0.559], [-5.044, -1.034, 1.660], [-1.298, 0.658, -1.147], [8.232, 0.161, -2.012], [3.598, -0.974, 2.395], [-0.953, -2.919, -0.145], [-0.561, 2.569, -2.231], [-4.912, -4.719, 0.898], [-2.743, 2.629, -0.873], [1.753, 0.256, 1.559], [-2.847, 0.934, -1.931], [0.437, -1.113, -0.416], [-5.103, 3.284, 1.283], [2.669, -0.625, 0.921], [0.459, -3.348, 1.525], [-0.618, -1.997, 1.304], [1.348, -0.440, 0.428], [0.761, -1.180, -0.995], [-0.880, 1.766, 0.165], [1.531, -0.370, -1.495], [-0.305, -0.891, 0.193], [-0.175, -0.123, -0.313], [-0.333, -0.285, -0.433], [0.508, 0.460, 1.229], [0.029, -0.051, 0.569], [-0.208, -0.066, 0.084], [0.047, 0.116, -0.291], [-0.649, 0.143, -0.605], [-0.400, -0.353, -0.053], [-0.148, 0.091, -0.164], [0.329, -0.521, -0.326], [-0.743, -0.799, -0.141], [0.173, 0.955, -0.111], [-0.509, 0.829, 0.018], [-0.472, -0.317, -0.160], [0.045, 0.368, 0.184], [-0.149, -0.020, 0.801], [0.212, 0.224, -0.229], [2.502, 0.658, -0.459], [-0.409, 0.079, -0.074], [-0.978, -1.000, -0.675], [0.316, 0.196, -0.566], [0.262, -0.318, -0.229], [-0.024, -0.683, 1.206], [-0.007, 0.016, 0.362], [-1.181, -0.695, 0.202], [-0.174, 0.478, -0.215], [-0.021, 0.169, 0.464], [-0.575, -0.276, 0.133], [0.397, -0.472, -0.301], [0.218, 0.044, 0.048], [-0.472, 0.134, -0.240], [-1.413, 0.000, 0.297], [0.074, 0.416, 0.112], [-0.031, -0.032, -0.297], [-0.238, -0.748, 0.508], [-0.235, -1.266, -0.396], [0.138, 0.688, -0.899], [-0.217, 0.419, -0.099], [-0.163, -0.320, -0.354], [0.151, 0.157, 0.234], [0.596, 0.438, -0.085], [0.304, 0.012, 0.325]], "lowdin_charge": [1.69, -0.23, -0.22, -0.01, -0.03, -0.03, -0.03, 0.06, 0.20, 0.17, 0.15, 0.04, 0.04, 0.14, 0.18, 0.17, 0.18, 0.16, 0.17, 0.17, -0.86, -0.76, -0.40, -0.05, -0.78, -0.03, -0.74, -0.86, -0.06, -0.17, -0.39, -0.24, -0.12, 0.08, 0.12, 0.06, 0.09, 0.08, 0.08, 0.08, 0.14, 0.11, 0.14, 0.08, 0.12, 0.13, 0.07, 0.12, 0.13, 0.12, 0.12, 0.12, 0.13, 0.07, 0.14, 0.08, 0.13, 0.09, 0.11, 0.14, 0.07, 0.13, 0.11, 0.11, 0.12, 0.10, 0.08, 0.08, 0.13, 0.12, 0.09, 0.12, 0.13, 0.13, 0.07], "de_lowest_ev": 12.797, "largest_force_ev_per_a": 8.5, "homo_ev": -13.48, "total_charge": 2, "gap_ev": 4.4, "lumo_energy_ha": -0.33375}

---

{"formula": "C15H23Cl3NO2PSn", "method": "ωB97M-V/def2-TZVPD", "species": ["Sn", "Cl", "Cl", "Cl", "P", "O", "O", "N", "C", "C", "C", "C", "C", "C", "C", "C", "C", "C", "C", "C", "C", "C", "C", "H", "H", "H", "H", "H", "H", "H", "H", "H", "H", "H", "H", "H", "H", "H", "H", "H", "H", "H", "H", "H", "H", "H"], "xyz": [[0.196626, -0.959525, 0.747135], [-3.407840, -3.219457, 4.235633], [-1.263296, -3.673061, 2.330087], [-0.976156, -1.631229, 4.421864], [0.519460, 1.464322, 1.758198], [-3.884157, -1.071772, 2.375347], [-1.806880, -0.761102, 1.570013], [1.686860, -1.175308, -1.617912], [1.895723, 0.079807, -2.371521], [-0.766883, 0.333719, -0.852836], [-1.165400, 1.624426, -0.488826], [-1.879901, 2.428084, -1.387331], [-1.876315, 0.622949, -2.976424], [0.741107, -2.100417, -2.252607], [-1.069260, -0.156813, -2.122842], [-0.609724, -1.490822, -2.663782], [-2.698912, -1.339043, 2.333580], [-0.917577, 2.206531, 0.884422], [-2.253032, 1.918639, -2.627388], [-2.134025, -2.449932, 3.320209], [0.210104, 1.891848, 3.491623], [2.957918, -1.857230, -1.275339], [1.919212, 2.498643, 1.226630], [-0.733979, 3.293411, 0.836365], [-1.365946, -2.254679, -2.425894], [0.573875, -2.934295, -1.559925], [1.478812, -2.547561, 2.512472], [-2.176628, 0.194737, -3.934471], [2.853673, 1.968341, 1.464095], [-0.094480, 2.947324, 3.560000], [-1.800707, 2.028044, 1.521931], [2.971816, 0.257532, -2.520038], [3.780488, -1.508182, -1.917755], [-0.594077, -1.411548, -3.759702], [1.483030, 0.926406, -1.805681], [-0.579450, 1.245974, 3.898720], [1.236834, -2.521324, -3.149219], [2.137858, -2.175557, 2.608860], [2.858197, -2.945457, -1.386852], [1.135262, 1.736993, 4.064640], [1.396248, 0.039702, -3.352539], [3.221065, -1.644484, -0.230323], [1.896413, 3.455126, 1.771696], [-2.146792, 3.441553, -1.081069], [-2.830160, 2.534183, -3.317548], [1.880998, 2.690505, 0.144302]], "atomic_forces_ev_per_a": [[-2.528, 2.600, -0.994], [0.433, 0.228, -0.381], [0.287, 0.227, -0.108], [-0.057, -0.214, -0.287], [-0.423, 1.398, 0.351], [2.264, -0.185, -0.337], [1.591, -0.137, -0.494], [0.459, -0.426, 0.745], [0.187, 0.210, 0.270], [-0.647, 0.080, -0.419], [-0.041, -0.015, 0.222], [0.272, -0.352, -0.167], [0.417, 0.143, 0.267], [-0.084, -0.241, -0.182], [-0.227, -0.219, -0.141], [-0.284, -0.443, -0.464], [-2.140, -0.403, 0.964], [-0.106, -0.624, 0.435], [0.006, -0.142, 0.156], [-0.220, 0.346, -0.031], [0.261, -0.623, 0.324], [0.437, -0.149, 0.282], [0.565, -0.595, -0.156], [0.019, -0.370, 0.027], [0.052, 0.237, -0.172], [0.184, 0.077, -0.183], [0.220, 0.116, 0.036], [0.169, 0.205, 0.198], [-0.142, 0.372, -0.088], [0.110, -0.309, -0.173], [0.268, 0.077, -0.153], [-0.436, -0.109, 0.075], [-0.312, -0.229, 0.195], [-0.211, -0.013, 0.326], [0.043, -0.107, -0.268], [0.180, 0.222, -0.071], [-0.228, 0.063, 0.301], [-0.289, -0.074, -0.174], [-0.027, 0.323, 0.025], [-0.306, 0.074, -0.045], [0.109, 0.001, 0.404], [0.192, -0.055, -0.374], [-0.116, -0.352, -0.118], [0.045, -0.275, -0.136], [0.093, -0.230, 0.188], [-0.037, -0.106, 0.328]], "lowdin_charge": [1.40, 0.72, 0.61, 0.62, 0.83, 0.12, -0.26, -0.29, -0.02, -0.21, -0.30, -0.01, 0.00, -0.22, -0.25, -0.13, -0.71, -0.27, -0.01, -1.47, -0.21, -0.06, -0.21, 0.12, 0.14, 0.11, 0.01, 0.14, 0.06, 0.09, 0.12, 0.11, 0.10, 0.13, 0.08, 0.04, 0.15, 0.09, 0.11, 0.07, 0.12, 0.08, 0.08, 0.14, 0.13, 0.06], "largest_force_ev_per_a": 3.8, "homo_ev": [-15.41, -15.41], "total_charge": 2, "gap_ev": [4.3, 4.3], "lumo_energy_ha": [-0.40996, -0.40994]}